# 1
C28H49Cl2F3N3O6 | wB97M-V/def2-TZVPD

Geometry as ORCA input:
```
! wB97M-V def2-TZVPD RIJCOSX def2/J DEFGRID3
* xyz 1 1
C -3.98571 0.05365 0.75066
C -2.66998 0.34963 1.51023
C -1.66398 -0.76628 1.36874
F -0.70219 -0.65176 2.37587
C -0.91415 -0.93112 0.07361
C -0.11806 -2.03007 -0.19749
C 0.08452 -3.22676 0.68419
C -1.12615 -4.18893 0.68791
C -0.81299 -5.52674 0.02739
F 0.45108 -5.96745 0.38089
N 0.45657 -1.79844 -1.42650
C 1.38873 -2.64006 -2.19818
F 1.21140 -3.93278 -1.79733
C 2.83747 -2.21066 -2.05543
C 3.47524 -2.66551 -0.73787
C 0.02177 -0.61883 -1.89964
C 0.37573 -0.03743 -3.19450
Cl 1.58221 1.19888 -3.17837
C -0.20245 -0.40086 -4.33790
C 0.13632 0.16383 -5.67712
Cl -1.43109 -1.60757 -4.27802
N -0.79774 -0.08130 -1.00513
C -1.44640 1.21632 -1.22705
C -0.66818 2.39088 -0.61247
C -0.83625 3.63973 -1.47378
C 0.01717 4.87118 -1.06451
C 1.08790 4.64299 -0.01174
N 0.48728 4.46879 1.30755
H -3.87080 -0.78927 0.06832
H -4.79291 -0.14844 1.44487
H -4.26550 0.92220 0.15857
H -2.89210 0.40729 2.57356
H -2.26096 1.31455 1.23164
H -2.18816 -1.70665 1.54913
H 0.25999 -2.84113 1.68584
H 0.97710 -3.77113 0.41304
H -1.94690 -3.74708 0.11928
H -1.49744 -4.33129 1.70037
H -0.85306 -5.43117 -1.05765
H -1.53765 -6.27506 0.34293
H 1.07694 -2.59176 -3.24175
H 2.87928 -1.12498 -2.14467
H 3.37763 -2.60125 -2.91602
H 4.24660 -1.97774 -0.40762
H 2.72342 -2.70111 0.04937
H 3.89061 -3.66299 -0.83605
H 1.19212 -0.00662 -5.88771
H -0.43187 -0.34888 -6.44663
H -0.06364 1.23127 -5.72015
H -1.48199 1.35522 -2.30726
H -2.47284 1.16954 -0.88929
H 0.38221 2.09937 -0.61490
H -0.97084 2.57861 0.41146
H -1.88957 3.92988 -1.44678
H -0.62816 3.39570 -2.51693
H 0.50124 5.26819 -1.95651
H -0.65691 5.65992 -0.72840
H 1.68160 3.76191 -0.25653
H 1.78156 5.49059 -0.04519
H -0.07701 5.27310 1.54160
H 1.18746 4.34817 2.02447
C -9.33482 4.44972 0.51565
C -8.65404 3.87826 1.73929
O -7.34353 3.36585 1.42785
C -6.38570 4.27988 1.33023
O -6.49623 5.46244 1.50624
O -5.24362 3.64986 1.01925
C -4.12703 4.52464 0.84621
H -9.36365 3.70966 -0.28490
H -10.35621 4.74018 0.75880
H -8.80653 5.32851 0.14826
H -9.20341 3.02060 2.12139
H -8.57526 4.61519 2.53715
H -4.00526 5.17805 1.70676
H -4.24910 5.12241 -0.05633
H -3.25166 3.88508 0.74751
C 9.95026 -2.75091 1.57228
C 8.74868 -1.97846 2.07001
O 7.51717 -2.66298 1.77661
C 7.21356 -3.66008 2.60671
O 7.83966 -3.99705 3.57474
O 6.07022 -4.21064 2.19000
C 5.64097 -5.33217 2.96951
H 9.84723 -2.97239 0.50938
H 10.85802 -2.16685 1.72081
H 10.05728 -3.69351 2.10701
H 8.66548 -1.02292 1.55562
H 8.81142 -1.78475 3.13996
H 5.60136 -5.07846 4.02600
H 6.31068 -6.17639 2.81651
H 4.64653 -5.58508 2.61310
*
```


# 2
C28H49LaN2O2P3 | wB97M-V/def2-TZVPD

Geometry as ORCA input:
```
! wB97M-V def2-TZVPD RIJCOSX def2/J DEFGRID3
* xyz 3 1
La -0.03410 -0.06534 0.06742
P -2.72370 0.03772 1.27212
P 0.27064 -2.61598 1.50403
P -1.76215 -1.82098 -1.50508
H 1.75612 0.42940 -2.15085
C 0.78334 0.36915 -2.66238
C -0.18004 1.33201 -2.49824
H 0.03364 2.29565 -2.00933
C -2.86419 1.27705 2.61990
C -3.59557 -1.28482 2.19849
C -4.09337 0.64134 0.20355
C 1.85054 -3.37410 0.96808
C 0.74821 -2.32556 3.24181
C -0.81355 -4.08380 1.64666
C -2.45300 -1.13994 -3.05567
C -3.16107 -2.90995 -1.08194
C -0.59636 -3.01916 -2.25135
H 0.73153 -0.41994 -3.41903
H -1.17107 1.29996 -2.97622
H -2.52084 2.27128 2.31530
H -2.27163 0.95251 3.48546
H -3.92816 1.32279 2.89333
H -2.95523 -1.64568 3.01251
H -3.87010 -2.13219 1.56205
H -4.50360 -0.83475 2.62650
H -3.82225 1.60046 -0.25941
H -4.97586 0.78817 0.84292
H -4.33230 -0.06818 -0.59917
H 2.10650 -4.21952 1.62417
H 2.66361 -2.63620 0.98546
H 1.69697 -3.71561 -0.05909
H 1.08281 -3.27954 3.67399
H -0.11522 -1.93487 3.79103
H 1.57054 -1.59576 3.27028
H -0.37217 -4.79221 2.36459
H -0.93413 -4.58852 0.67727
H -1.79709 -3.76662 2.01967
H -2.66996 -1.99980 -3.70313
H -1.74168 -0.47567 -3.55046
H -3.37415 -0.58730 -2.83694
H -3.34356 -3.54902 -1.95821
H -4.05903 -2.31498 -0.87717
H -2.93851 -3.53533 -0.21161
H -1.12078 -3.49623 -3.09040
H -0.26783 -3.79140 -1.54444
H 0.29709 -2.50967 -2.63609
C 2.55719 -4.86122 -3.10602
C 3.81075 -5.49658 -3.24764
C 4.42086 -5.44605 -4.50497
C 3.78650 -4.78332 -5.57475
C 2.49054 -4.27349 -5.42321
C 1.81952 -4.42308 -4.20530
O 2.04738 -4.55046 -1.86444
H 2.74508 -4.69398 -1.18299
H 4.26778 -5.99809 -2.39580
H 5.39126 -5.92380 -4.65847
H 4.29706 -4.68759 -6.53944
H 1.98140 -3.76469 -6.25203
H 0.77314 -4.16790 -4.08190
C 0.30354 6.71515 2.08933
N -0.17434 5.43850 1.59053
N 0.48235 4.25044 1.70754
C -0.20582 3.29617 1.00986
O 0.17751 2.05835 0.92456
C -1.35536 3.94921 0.48781
C -1.29948 5.26571 0.88522
C -2.26665 6.37001 0.67909
C 1.79767 4.17720 2.27303
C 2.00164 4.61667 3.58924
C 3.30834 4.75842 4.06045
C 4.38933 4.43319 3.22746
C 4.16053 3.83963 1.97793
C 2.86019 3.70304 1.49909
H 0.52345 7.40068 1.25121
H 1.20546 6.60573 2.69923
H -0.48842 7.16232 2.71260
H -2.11128 3.48817 -0.12011
H -2.64255 6.78474 1.62827
H -1.85899 7.20428 0.08724
H -3.13200 5.97388 0.13653
H 1.15710 4.90067 4.22338
H 3.49026 5.14449 5.06773
H 5.41351 4.64557 3.54510
H 4.98963 3.49913 1.36707
H 2.65663 3.29998 0.50717
*
```

Energy above the lowest of the compared OMol25 structures with the same formula, charge and spin   0.0 kcal/mol


# 3
C28H49N2O2P3Pr | wB97M-V/def2-TZVPD

Geometry as ORCA input:
```
! wB97M-V def2-TZVPD RIJCOSX def2/J DEFGRID3
* xyz 3 3
Pr -0.25143 0.25471 0.19160
P 1.85551 2.18244 0.66192
P -1.41402 1.71219 2.38411
P 0.57429 -0.65562 -2.39686
H -3.38917 1.65161 -0.33465
C -2.96184 0.77969 -0.84686
C -3.18863 -0.49454 -0.42912
H -3.79452 -0.70722 0.45187
C 1.24926 3.76590 -0.05549
C 2.55400 2.85978 2.20777
C 3.35806 2.02173 -0.37667
C -3.12356 1.17276 2.75775
C -0.58901 1.49688 4.00776
C -1.58545 3.52894 2.26909
C -0.63687 -1.61703 -3.36835
C 2.20079 -1.42188 -2.69499
C 0.71748 0.77413 -3.51114
H -2.42745 1.01908 -1.78448
H -2.79114 -1.36576 -0.97213
H 2.10625 4.45626 -0.11795
H 0.43679 4.20211 0.54215
H 0.84663 3.56537 -1.06234
H 3.37074 3.55361 1.96035
H 2.94389 2.05032 2.83377
H 1.78519 3.38434 2.78611
H 4.04235 2.84942 -0.14269
H 3.08938 2.04734 -1.44332
H 3.85627 1.06531 -0.17371
H -3.64606 1.95477 3.32647
H -3.09643 0.24734 3.34928
H -3.65777 0.95628 1.82201
H -1.04364 2.15285 4.76574
H 0.48193 1.72390 3.92648
H -0.67462 0.44634 4.31963
H -2.09648 3.92490 3.15961
H -2.16656 3.76725 1.36789
H -0.59591 3.99341 2.16500
H -0.42009 -1.52326 -4.44526
H -1.64815 -1.23097 -3.15779
H -0.59726 -2.67064 -3.05553
H 2.32696 -1.63554 -3.76363
H 2.27314 -2.34451 -2.10564
H 2.99331 -0.73592 -2.36464
H 0.94017 0.46280 -4.54127
H 1.49847 1.45612 -3.15361
H -0.22480 1.33261 -3.49558
C -0.09558 4.22839 -4.29248
C -0.04980 5.64254 -4.23508
C -0.75583 6.34530 -5.22909
C -1.44808 5.66972 -6.25276
C -1.39616 4.27548 -6.31916
C -0.69945 3.54002 -5.34421
O 0.40502 3.45759 -3.26662
H 0.83460 4.03764 -2.59114
H 0.49877 6.14432 -3.42842
H -0.76427 7.43018 -5.19896
H -2.02701 6.23414 -7.00679
H -1.89692 3.73096 -7.12801
H -0.65306 2.45770 -5.34699
C 0.06330 -5.65379 3.89621
N -0.43724 -4.40074 3.38152
N 0.09646 -3.80745 2.27847
C -0.45592 -2.56818 2.14717
O -0.14865 -1.73897 1.21220
C -1.38026 -2.42742 3.21817
C -1.32780 -3.58131 3.96599
C -2.06516 -3.99952 5.18951
C 0.97092 -4.51170 1.40254
C 0.64135 -5.81151 1.02968
C 1.61307 -6.63150 0.45321
C 2.86569 -6.09606 0.10117
C 3.13814 -4.75269 0.39593
C 2.16752 -3.94237 0.97088
H -0.20675 -6.50922 3.26255
H -0.39728 -5.83113 4.87763
H 1.15475 -5.63338 4.04244
H -1.99735 -1.55901 3.38678
H -2.62450 -4.94128 5.05546
H -1.40956 -4.14257 6.06776
H -2.79932 -3.22502 5.46585
H -0.36742 -6.20038 1.19976
H 1.39333 -7.68569 0.28095
H 3.60896 -6.71589 -0.41720
H 4.13960 -4.35976 0.21031
H 2.33189 -2.87710 1.10207
*
```

Energy above the lowest of the compared OMol25 structures with the same formula, charge and spin   1.5 kcal/mol
⟨S²⟩   2.003


Across the entries above, DFT total energy takes the values -2931.80854, -2411.07871, -2896.48350 Ha, respectively.